Record 1
The following is a DFT calculation (ωB97M-V/def2-TZVPD) of a single C3H4S2 molecule in a non-equilibrium geometry.

```
9
Properties=species:S:1:pos:R:3:forces:R:3:nbo_charge:R:1
C -0.254746 2.187608 0.770325 0.577 -4.029 1.023 -0.488
C 0.412786 -0.588882 -1.366409 -0.519 3.216 0.413 -0.126
C 0.147481 -1.737257 -0.554875 0.694 0.917 4.901 -0.764
S -0.407027 3.679032 1.165683 -0.177 1.858 -0.755 0.169
S 0.216032 1.039742 -1.020914 0.348 -0.400 -0.938 0.314
H -0.201138 1.485984 1.639417 -0.126 0.117 -0.898 0.171
H 0.134924 -1.416191 0.644882 0.462 -1.009 -2.691 0.202
H 0.799713 -2.580955 -0.690440 0.316 -0.232 -0.271 0.248
H -0.848026 -2.069081 -0.587669 -1.575 -0.438 -0.785 0.274
```
Positions in Å, forces in eV/Å.

Values from the calculation:
Net charge   0
Largest force on an atom   5.03 eV/Å
Energy relative to the best compared isomer or geometry (same formula, charge and spin)   444.0 kJ/mol
Spin multiplicity   1
Kohn-Sham gap   6.92 eV

=====

Record 2
The following is a DFT calculation (ωB97M-V/def2-TZVPD) of a single C4H9NOS molecule in a non-equilibrium geometry.

```
16
Properties=species:S:1:pos:R:3:forces:R:3:nbo_charge:R:1
C -1.012032 -0.505519 2.856491 0.386 0.526 -0.708 -0.431
N -0.412674 -1.409826 1.854060 -1.107 4.120 0.345 -0.612
C 0.079142 -1.015304 0.637974 -0.927 -1.215 1.936 0.674
O 0.525414 -1.879453 -0.065024 0.937 -1.235 -1.133 -0.619
C -0.072262 0.416221 0.170247 0.449 -0.455 0.281 -0.539
C 0.771970 0.413520 -1.142083 -0.938 -1.708 -1.477 -0.551
S 0.096541 1.749512 -2.225416 0.867 0.067 -0.073 -0.065
H -1.949065 -0.885418 3.153409 -1.068 -0.891 0.629 0.199
H -0.339521 -0.477755 3.685075 0.242 0.289 0.863 0.195
H -1.307761 0.535421 2.607705 0.892 -0.639 -0.666 0.214
H -0.411728 -2.317946 2.205602 0.489 -1.800 -0.358 0.400
H 0.395589 1.128388 0.885682 -0.677 -0.388 -0.273 0.232
H -1.222219 0.560797 0.124985 2.041 0.291 -0.508 0.249
H 1.939319 0.460892 -0.984564 -2.585 -0.106 -0.262 0.247
H 0.460566 -0.706095 -1.689904 1.312 3.645 1.348 0.286
H 0.974670 2.760413 -1.975336 -0.312 -0.501 0.058 0.122
```
Positions in Å, forces in eV/Å.

Values from the calculation:
Net charge   0
Largest force on an atom   4.28 eV/Å
Energy relative to the best compared isomer or geometry (same formula, charge and spin)   187.7 kJ/mol
Spin multiplicity   1
SMILES string   CNC(=O)CCS
Kohn-Sham gap   9.49 eV

=====

Q: Look up the spin multiplicity of the first one.
A: 1

=====

Q: Look up the energy relative to the best compared isomer or geometry (same formula, charge and spin) of the second one.
A: 187.7 kJ/mol

=====

Q: Among the records above, which one has the highest Kohn-Sham gap?
A: C4H9NOS